Record 1
Computed, not measured: CH5MnO3 as an isolated structure, with the ωB97M-V functional and the def2-TZVPD basis.

For the HOMO energy (spin up / spin down), the calculation gives -20.74 / -20.84 eV. The energy relative to the best compared isomer or geometry (same formula, charge and spin) is 154.54 kJ/mol. As for the expectation value of S²: 12.007. As for the HOMO-LUMO gap (spin up / spin down): 9.57 / 7.68 eV. The value obtained for the total energy is -38555.741 eV.

ORCA input file:
```
! wB97M-V def2-TZVPD RIJCOSX def2/J DEFGRID3
* xyz 2 7
O 1.71 0.00 -0.70
Mn 0.20 -1.30 -0.96
O 2.72 -0.47 0.00
H 3.53 -0.16 -0.46
O -0.80 0.04 -0.03
H 0.05 0.84 0.10
C -2.19 0.17 0.18
H -2.68 -0.75 -0.14
H -2.35 0.36 1.25
H -2.56 1.05 -0.38
*
```

Atomic partial charges in e from the Mulliken method, atoms 1 to 8:
1 O -0.34
2 Mn 1.53
3 O 0.06
4 H 0.45
5 O -0.60
6 H 0.48
7 C -0.32
8 H 0.18

***

Record 2
Computed, not measured: C40H29BrF4N8PS2V as an isolated structure, with the ωB97M-V functional and the def2-TZVPD basis.

For the HOMO energy (spin up / spin down), the calculation gives -10.02 / -10.04 eV. The energy relative to the best compared isomer or geometry (same formula, charge and spin) is 168.35 kJ/mol. As for the expectation value of S²: 0.876. As for the HOMO-LUMO gap (spin up / spin down): 5.51 / 5.51 eV. The value obtained for the total energy is -191423.634 eV.

ORCA input file:
```
! wB97M-V def2-TZVPD RIJCOSX def2/J DEFGRID3
* xyz 1 2
V 0.20 0.94 -0.99
N 1.35 -2.55 -3.05
C 0.53 -1.66 -2.29
N 1.19 -0.38 -2.06
C 1.81 0.15 -3.16
N 2.09 1.42 -3.18
N 1.59 1.96 -2.01
C 2.21 2.97 -1.52
C 1.82 3.38 -0.18
C 2.34 4.50 0.43
C 1.89 4.83 1.71
C 0.93 4.03 2.29
C 0.46 2.92 1.60
N 0.92 2.56 0.41
C 2.20 -0.69 -4.29
C 2.81 -0.17 -5.43
C 3.23 -1.01 -6.44
C 3.03 -2.38 -6.31
C 2.41 -2.92 -5.20
C 1.98 -2.07 -4.18
H 1.14 -3.53 -3.00
H 0.30 -2.13 -1.33
H 3.02 3.43 -2.07
H 3.07 5.11 -0.09
H 2.27 5.70 2.22
H 0.51 4.25 3.26
H -0.34 2.32 2.01
H 2.97 0.90 -5.49
H 3.70 -0.61 -7.32
H 3.36 -3.05 -7.10
H 2.26 -3.99 -5.11
C -3.48 4.29 3.13
S -2.41 4.62 1.72
C -2.39 3.09 0.85
S -3.13 1.68 1.42
N -1.61 3.24 -0.21
N -1.51 2.13 -1.01
C -2.58 1.69 -1.57
C -2.41 0.44 -2.24
C -3.43 -0.33 -2.74
C -3.17 -1.70 -3.10
C -1.91 -2.14 -3.14
C -0.78 -1.18 -2.96
N -1.12 0.00 -2.16
H -3.81 5.27 3.48
H -2.94 3.78 3.92
H -4.33 3.69 2.82
H -3.52 2.24 -1.51
H -4.44 0.06 -2.75
H -4.00 -2.37 -3.31
H -1.67 -3.16 -3.40
H -0.48 -0.84 -3.97
F 3.92 -5.19 1.73
C 3.07 -4.18 1.70
C 1.85 -4.26 2.34
F 1.53 -5.37 3.00
C 0.98 -3.19 2.30
F -0.15 -3.34 3.00
C 1.25 -2.02 1.60
P 0.01 -0.66 1.45
C 0.25 0.17 3.06
C -0.81 0.76 3.76
C -0.57 1.45 4.93
C 0.73 1.58 5.42
C 1.79 1.02 4.72
C 1.55 0.33 3.54
C -1.63 -1.45 1.50
C -2.34 -1.73 2.67
C -3.60 -2.30 2.61
C -4.17 -2.62 1.39
C -3.47 -2.36 0.22
C -2.22 -1.77 0.28
C 2.53 -1.93 1.02
Br 3.25 -0.30 0.40
C 3.42 -2.99 1.06
F 4.63 -2.90 0.53
H -1.81 0.73 3.36
H -1.39 1.89 5.47
H 0.91 2.11 6.34
H 2.80 1.13 5.08
H 2.39 -0.11 3.01
H -1.91 -1.53 3.64
H -4.13 -2.50 3.53
H -5.16 -3.06 1.35
H -3.90 -2.61 -0.74
H -1.70 -1.55 -0.65
*
```

Atomic partial charges in e from the Mulliken method, atoms 1 to 8:
1 V -0.63
2 N 0.17
3 C -1.56
4 N 0.30
5 C 0.24
6 N -1.30
7 N 1.21
8 C -0.85

***

Record 3
Computed, not measured: one molecule with the formula C13H11FN4OS2, with the ωB97M-V functional and the def2-TZVPD basis.

For the HOMO energy, the calculation gives -8.52 eV. The structure (SMILES) is Cc1nc(CSc2n[nH]c(=O)n2-c2cccc(F)c2)cs1. As for the HOMO-LUMO gap: 9.12 eV. The value obtained for the total energy is -46055.773 eV.

ORCA input file:
```
! wB97M-V def2-TZVPD RIJCOSX def2/J DEFGRID3
* xyz 0 1
C 1.04 -0.10 -6.64
C 0.98 -0.37 -5.19
N 0.71 0.51 -4.29
C 0.73 -0.01 -3.03
C 0.44 0.91 -1.90
S 0.12 -0.01 -0.35
C -0.12 1.36 0.69
N 0.03 2.59 0.30
N -0.29 3.35 1.38
C -0.66 2.61 2.46
O -1.01 2.99 3.55
N -0.54 1.28 1.99
C -0.80 0.14 2.77
C -1.84 0.16 3.70
C -2.10 -0.95 4.47
C -1.34 -2.10 4.33
C -0.31 -2.10 3.41
F 0.45 -3.20 3.26
C -0.02 -1.00 2.63
C 1.03 -1.33 -2.96
S 1.30 -1.97 -4.54
H 2.03 -0.33 -7.03
H 0.81 0.95 -6.82
H 0.31 -0.72 -7.17
H 1.29 1.58 -1.71
H -0.43 1.52 -2.12
H -0.25 4.35 1.32
H -2.43 1.06 3.82
H -2.90 -0.93 5.19
H -1.53 -2.98 4.92
H 0.81 -1.03 1.93
H 1.10 -1.96 -2.10
*
```

Atomic partial charges in e from the Mulliken method, atoms 1 to 8:
1 C -1.05
2 C 0.67
3 N -0.50
4 C -0.22
5 C -0.09
6 S -0.15
7 C 0.41
8 N -0.49

***

Record 4
Computed, not measured: a 2-piece molecular cluster, C6H16O3S2Si overall, with the ωB97M-V functional and the def2-TZVPD basis.

For the HOMO energy (spin up / spin down), the calculation gives -8.62 / -8.60 eV. The energy relative to the best compared isomer or geometry (same formula, charge and spin) is 141.11 kJ/mol. As for the HOMO-LUMO gap (spin up / spin down): 7.42 / 7.37 eV. The value obtained for the total energy is -42171.800 eV.

ORCA input file:
```
! wB97M-V def2-TZVPD RIJCOSX def2/J DEFGRID3
* xyz 0 1
C -2.07 -0.21 -1.71
C 1.84 -0.63 -2.02
C 0.85 2.71 1.34
C 2.26 -1.45 1.94
C -2.13 0.76 -0.51
C -1.23 0.48 0.59
O 0.89 0.10 -1.28
O 1.39 1.39 1.07
O 1.28 -1.21 0.99
Si 0.63 0.10 0.31
S -3.82 1.22 -0.06
S -1.69 -2.10 1.29
H -1.83 -1.21 -1.54
H -1.19 0.00 -2.42
H -3.02 -0.22 -2.24
H 1.31 -0.99 -2.85
H 2.27 -1.44 -1.35
H 2.68 -0.09 -2.30
H 1.14 3.49 0.59
H 1.03 3.05 2.33
H -0.27 2.63 1.12
H 1.82 -1.23 2.88
H 3.13 -0.77 1.76
H 2.58 -2.48 1.79
H -1.80 1.75 -0.95
H -1.58 0.43 1.59
H -4.21 0.06 0.51
H -0.88 -2.53 0.23
*
```

Atomic partial charges in e from the Mulliken method, atoms 1 to 8:
1 C -1.07
2 C -0.68
3 C -0.58
4 C -0.68
5 C 0.65
6 C -1.44
7 O -0.27
8 O -0.38

***

Record 5
Computed, not measured: a 2-piece molecular cluster, C2H8N5O overall, with the ωB97M-V functional and the def2-TZVPD basis.

For the HOMO energy, the calculation gives -12.40 eV. The energy relative to the best compared isomer or geometry (same formula, charge and spin) is 158.23 kJ/mol. As for the HOMO-LUMO gap: 9.05 eV. The value obtained for the total energy is -11693.411 eV.

ORCA input file:
```
! wB97M-V def2-TZVPD RIJCOSX def2/J DEFGRID3
* xyz 1 1
C 2.69 0.04 0.20
C -1.68 -0.19 -0.05
N 1.91 0.91 0.42
N 3.68 -0.76 0.04
N -2.36 -1.36 -0.12
N -0.93 0.36 -0.95
N -0.40 1.54 -0.53
O -1.97 0.54 1.13
H 0.95 1.27 -0.10
H 4.02 -1.05 -0.85
H 4.04 -1.30 0.87
H -2.31 -2.09 -0.90
H -2.70 -1.76 0.73
H -1.03 1.95 0.20
H -0.23 2.03 -1.34
H -2.91 0.56 1.38
*
```

Atomic partial charges in e from the Mulliken method, atoms 1 to 8:
1 C 0.45
2 C 0.68
3 N -0.27
4 N -0.37
5 N -0.44
6 N -0.65
7 N -0.23
8 O -0.59

***

Record 6
Computed, not measured: C4H9O2 as an isolated structure, with the ωB97M-V functional and the def2-TZVPD basis.

For the HOMO energy, the calculation gives -3.38 eV. The energy relative to the best compared isomer or geometry (same formula, charge and spin) is 232.21 kJ/mol. As for the HOMO-LUMO gap: 7.91 eV. The value obtained for the total energy is -8388.085 eV.

ORCA input file:
```
! wB97M-V def2-TZVPD RIJCOSX def2/J DEFGRID3
* xyz -1 1
O -1.20 -1.29 -0.56
C -1.11 -1.21 0.70
H -2.03 -0.92 1.26
H -0.55 -1.98 1.24
C 1.10 -0.01 0.53
O 0.02 0.09 1.36
C 1.16 1.18 -0.44
C -0.02 1.16 -1.42
H 0.93 -0.89 -0.18
H 2.05 -0.20 1.04
H 2.07 1.15 -1.08
H 1.22 2.12 0.08
H -0.04 2.04 -2.06
H -0.97 1.15 -0.81
H 0.02 0.31 -2.10
*
```

Atomic partial charges in e from the Mulliken method, atoms 1 to 8:
1 O -0.67
2 C -0.31
3 H 0.20
4 H 0.33
5 C -0.50
6 O -0.60
7 C -0.36
8 C -1.10